Record 1
Computed, not measured: C37H28Cl5CsN5O4SSe as an isolated structure in a non-equilibrium geometry, with ωB97M-V with the def2-TZVPD basis set.

Computed properties:
- 2S+1: 1
- Energy relative to the best compared isomer or geometry (same formula, charge and spin): 0.0 kJ/mol
- F_max: 2.6 eV Å⁻¹
- Charge: -1
- Orbital gap: 6.647 eV

XYZ file:
```
82
Properties=species:S:1:pos:R:3:forces:R:3:mulliken_charge:R:1
Cs -1.0275 -0.3546 -1.7656 0.25 -0.39 1.25 1.40
C -0.9812 4.1675 -0.2537 -0.04 0.04 -0.08 -2.69
C 0.1277 3.2895 0.2792 -0.02 0.06 0.03 1.94
C 0.1368 2.8655 1.6130 -0.05 0.02 0.07 0.50
C -0.8975 3.3725 2.5974 -0.04 -0.03 0.05 -2.39
C 1.1308 1.9846 2.0600 -0.01 -0.01 0.03 1.79
C 1.0900 1.4686 3.4825 0.01 0.02 0.06 -2.69
C 2.1452 1.5688 1.1925 0.01 0.03 0.03 0.44
C 3.2512 0.6659 1.6838 0.01 -0.10 0.02 -2.47
C 2.1450 2.0078 -0.1342 0.05 -0.06 -0.03 1.98
C 3.1818 1.5107 -1.1136 0.02 -0.05 -0.02 -1.96
C 1.1550 2.8852 -0.5812 -0.12 -0.12 -0.04 0.70
C 1.1963 3.3724 -2.0101 -0.01 0.04 -0.09 -2.04
H -0.6444 5.1958 -0.4211 0.02 0.01 0.04 0.45
H -1.8380 4.2028 0.4130 0.02 -0.04 0.00 0.42
H -1.3596 3.7857 -1.2015 0.05 -0.02 0.02 0.39
H -1.2979 4.3397 2.3018 0.01 -0.01 -0.02 0.54
H -0.4597 3.5085 3.5868 0.02 0.01 -0.03 0.47
H -1.7426 2.6842 2.7204 0.11 0.03 -0.06 0.23
H 1.7193 2.0598 4.1581 -0.01 0.04 -0.05 0.39
H 1.4356 0.4382 3.5460 0.01 0.01 -0.04 0.44
H 0.0781 1.4845 3.8833 0.01 -0.02 -0.02 0.42
H 3.3468 0.6927 2.7669 0.00 0.02 -0.01 0.49
H 4.2168 0.9589 1.2714 -0.01 0.02 -0.01 0.54
H 3.0744 -0.3752 1.3914 -0.02 0.05 -0.01 0.23
H 3.9641 2.2527 -1.3090 -0.03 0.03 0.05 0.37
H 2.7252 1.2702 -2.0738 -0.02 0.00 0.02 0.13
H 3.6692 0.6030 -0.7644 -0.04 0.00 0.00 0.38
H 0.8148 2.6273 -2.7175 -0.02 -0.03 0.05 0.19
H 2.2158 3.5949 -2.3283 0.01 -0.01 0.05 0.41
H 0.6066 4.2757 -2.1488 0.01 0.00 0.02 0.47
Se 2.6955 -6.5957 4.1076 -0.09 0.31 -0.25 0.14
N 1.5534 -5.2014 4.3021 0.38 -0.47 -0.03 -0.88
C 1.6464 -4.4956 3.2201 -0.25 0.59 -0.34 0.95
C 0.8583 -3.2659 2.9801 0.34 -0.74 0.40 0.48
C -0.0767 -2.7777 3.8926 -0.13 0.04 0.14 -1.01
C -0.7831 -1.6416 3.5716 0.04 0.01 -0.13 -0.73
C -0.5183 -1.0211 2.3456 0.10 -0.15 0.02 -1.00
N 0.3777 -1.4731 1.4765 -0.54 0.24 0.28 0.05
C 1.0421 -2.5835 1.7925 0.58 0.12 -1.04 0.11
C 2.0089 -3.0629 0.7430 -0.62 0.62 0.25 -0.09
N 2.0908 -2.3170 -0.3654 0.16 -0.24 -0.08 0.00
C 2.8977 -2.7302 -1.3314 -0.04 0.06 0.04 -0.04
C 3.6727 -3.8904 -1.2386 -0.04 0.06 0.01 -0.88
C 3.5957 -4.6408 -0.0874 0.10 -0.11 -0.08 -0.85
C 2.7413 -4.2228 0.9286 0.05 -0.54 0.68 0.54
C 2.5793 -4.9723 2.1984 -0.07 0.50 -0.57 1.00
N 3.2318 -6.0594 2.4598 -0.15 -0.22 0.59 -0.88
H -0.2403 -3.3019 4.8260 0.03 -0.02 -0.02 0.49
H -1.5390 -1.2165 4.2188 0.01 -0.03 0.01 0.59
H -1.0769 -0.1420 2.0578 0.04 0.04 -0.01 0.96
H 2.9191 -2.1097 -2.2229 -0.02 -0.04 0.05 0.07
H 4.3123 -4.1837 -2.0602 0.00 0.01 0.00 0.47
H 4.1739 -5.5475 0.0396 -0.02 0.01 0.01 0.50
Cl 1.4204 -3.0256 -8.8084 -0.04 0.02 0.07 -0.22
C 1.1628 -2.4985 -7.1791 0.12 0.02 -0.08 0.23
C 2.0931 -1.6806 -6.5408 0.25 0.17 0.05 0.17
Cl 3.5100 -1.1547 -7.3999 -0.18 -0.10 0.04 -0.21
C 1.9105 -1.2773 -5.2273 0.24 0.03 -0.05 0.48
Cl 3.0762 -0.2551 -4.4305 -0.21 -0.20 -0.16 -0.24
C 0.7873 -1.6822 -4.4544 -0.15 0.08 0.47 -1.30
O 0.6103 -1.3524 -3.2399 1.62 -0.85 -1.85 -0.36
C -0.1628 -2.4743 -5.1602 -0.27 -0.22 -0.06 0.60
Cl -1.6116 -2.9173 -4.2815 0.42 0.08 -0.25 -0.21
C 0.0281 -2.8822 -6.4693 -0.34 -0.15 0.07 0.15
Cl -1.1678 -3.8841 -7.2365 0.18 0.13 0.05 -0.21
O -3.4276 0.7956 3.2146 0.05 -0.04 0.19 -0.71
C -3.6885 0.9248 2.0299 0.22 -0.12 -0.64 0.10
N -2.9696 0.4138 0.9852 -0.18 0.12 0.72 0.08
S -3.5885 0.7856 -0.4186 -0.29 -0.02 -0.03 0.52
O -2.6711 1.6094 -1.1888 -1.02 1.07 0.19 -0.62
O -4.0621 -0.3805 -1.1406 -0.09 0.21 0.06 -0.63
C -4.9407 1.7372 0.1687 -0.52 0.24 -0.31 0.21
C -5.9523 2.3703 -0.5334 0.07 0.01 0.25 -0.63
C -6.9256 3.0135 0.2214 -0.05 0.05 0.06 -0.47
C -6.8756 3.0136 1.6173 0.06 -0.03 -0.05 -0.48
C -5.8485 2.3656 2.2955 -0.08 0.07 -0.06 -0.58
C -4.8845 1.7248 1.5418 0.17 -0.15 0.14 0.15
H -5.9865 2.3680 -1.6147 0.03 -0.04 0.01 0.46
H -7.7391 3.5221 -0.2812 0.00 0.00 0.02 0.38
H -7.6512 3.5228 2.1754 0.00 0.01 -0.01 0.38
H -5.7858 2.3463 3.3760 -0.03 0.01 -0.01 0.50
```
Forces are in eV/Å.


Record 2
Computed, not measured: C37H28CoN4O2P2S as an isolated structure, with ωB97M-V with the def2-TZVPD basis set.

Computed properties:
- 2S+1: 5
- F_max: 0.3 eV Å⁻¹
- Charge: +3
- Orbital gap (spin up / spin down): 6.634 / 3.174 eV
- ⟨S²⟩: 6.04

XYZ file:
```
75
Properties=species:S:1:pos:R:3:forces:R:3:nbo_charge:R:1
Co 0.7760 1.1765 -0.0091 -0.20 -0.15 0.01 1.57
S 5.8647 6.6499 -0.2974 0.02 0.06 0.00 1.31
N 6.0918 5.0662 -0.1518 -0.19 -0.01 -0.02 -0.59
C 4.8932 4.5088 -0.1442 -0.05 0.12 -0.01 0.23
C 4.6034 3.1089 -0.0397 0.11 0.09 -0.03 -0.08
C 5.5796 2.1070 0.0713 -0.01 0.01 0.01 -0.04
C 5.1652 0.7923 0.1525 -0.03 0.03 -0.01 -0.22
C 3.8041 0.5142 0.1114 -0.02 -0.01 -0.03 0.14
N 2.8702 1.4727 0.0043 0.05 -0.08 0.04 -0.54
C 3.2560 2.7421 -0.0619 -0.14 0.14 -0.01 0.20
C 2.1665 3.7507 -0.1520 0.14 -0.15 0.00 0.32
N 0.9292 3.2722 -0.1155 -0.10 0.11 -0.07 -0.57
C -0.1052 4.1266 -0.1973 0.04 -0.01 0.03 0.14
C 0.0658 5.5006 -0.3256 0.02 -0.03 0.01 -0.22
C 1.3466 6.0131 -0.3593 0.01 -0.01 0.00 -0.02
C 2.4270 5.1198 -0.2664 0.09 0.12 0.02 -0.19
C 3.8006 5.5151 -0.2660 0.14 -0.04 0.01 0.33
N 4.2669 6.7522 -0.3571 0.03 -0.19 0.01 -0.61
H 6.6291 2.3737 0.0930 0.00 -0.01 0.00 0.27
H 5.8759 -0.0168 0.2429 0.00 0.01 0.00 0.28
H 3.4269 -0.4998 0.1621 -0.01 0.01 0.01 0.25
H -1.0869 3.6712 -0.1522 0.00 0.00 -0.02 0.26
H -0.7997 6.1443 -0.3929 0.01 0.01 0.00 0.28
H 1.5305 7.0764 -0.4521 0.00 0.00 0.00 0.27
O -1.1622 1.2490 0.0692 -0.06 -0.05 -0.15 -1.21
P -2.1178 0.0600 -0.1753 0.07 0.01 0.07 1.98
C -1.6544 -1.2550 0.9933 0.04 0.16 0.05 -1.18
P 0.0462 -1.8650 0.7626 -0.01 0.14 -0.17 1.99
O 0.8646 -0.7454 0.0896 0.22 -0.16 0.18 -1.21
C -0.0062 -3.3035 -0.2673 -0.02 -0.05 -0.13 -0.51
C -0.9114 -4.3356 -0.0063 -0.02 -0.02 -0.02 -0.13
C -0.9383 -5.4495 -0.8284 -0.01 0.02 0.03 -0.21
C -0.0683 -5.5331 -1.9093 0.02 -0.01 -0.01 -0.15
C 0.8316 -4.5090 -2.1697 0.00 0.01 -0.01 -0.20
C 0.8678 -3.3912 -1.3498 -0.06 -0.01 -0.03 -0.16
C 0.7085 -2.2439 2.3655 0.01 -0.08 0.13 -0.41
C 1.0124 -1.1895 3.2334 -0.06 0.01 0.03 -0.20
C 1.4922 -1.4525 4.5030 0.00 0.00 -0.01 -0.20
C 1.6683 -2.7698 4.9163 0.00 -0.01 -0.02 -0.15
C 1.3705 -3.8188 4.0605 0.01 0.02 0.00 -0.18
C 0.8909 -3.5612 2.7833 0.07 0.00 -0.02 -0.19
C -1.9667 -0.5984 -1.8178 0.05 0.04 -0.11 -0.51
C -1.3195 0.1430 -2.8056 0.01 -0.03 0.00 -0.12
C -1.2064 -0.3663 -4.0900 -0.02 -0.03 0.01 -0.22
C -1.7504 -1.6086 -4.3912 0.01 0.04 -0.02 -0.15
C -2.4162 -2.3400 -3.4165 0.01 -0.02 0.04 -0.19
C -2.5251 -1.8385 -2.1296 0.05 -0.07 -0.03 -0.17
C -3.7858 0.5216 0.1615 -0.13 0.08 0.15 -0.42
C -4.0622 1.1654 1.3754 -0.04 -0.06 -0.05 -0.19
C -5.3651 1.5065 1.6858 0.00 0.01 0.00 -0.20
C -6.3907 1.2076 0.7935 0.00 0.00 0.01 -0.14
C -6.1183 0.5730 -0.4092 -0.03 0.02 0.01 -0.18
C -4.8155 0.2276 -0.7323 0.02 0.02 -0.01 -0.19
H -2.3708 -2.0757 0.9328 0.01 -0.03 0.02 0.30
H -1.7356 -0.8232 1.9953 -0.05 -0.01 0.01 0.30
H -1.5924 -4.2834 0.8366 0.01 0.00 0.01 0.21
H -1.6334 -6.2533 -0.6265 0.00 0.01 0.00 0.25
H -0.0915 -6.4052 -2.5494 0.00 0.01 0.00 0.25
H 1.5046 -4.5826 -3.0133 0.00 0.00 0.01 0.24
H 1.5553 -2.5825 -1.5602 0.01 -0.01 0.01 0.22
H 0.8613 -0.1594 2.9243 0.00 0.01 -0.01 0.19
H 1.7217 -0.6396 5.1786 0.00 0.00 -0.01 0.24
H 2.0391 -2.9758 5.9114 0.00 0.00 0.00 0.25
H 1.5145 -4.8403 4.3845 -0.01 0.00 -0.01 0.25
H 0.6788 -4.3853 2.1154 -0.01 0.00 0.01 0.24
H -0.9273 1.1282 -2.5801 0.01 0.01 0.01 0.20
H -0.7109 0.2076 -4.8612 0.00 0.00 0.00 0.24
H -1.6686 -2.0021 -5.3957 0.00 0.00 0.00 0.24
H -2.8537 -3.2990 -3.6595 0.00 0.00 0.00 0.24
H -3.0533 -2.4146 -1.3795 0.00 -0.02 0.02 0.23
H -3.2640 1.4007 2.0705 0.00 0.00 0.00 0.22
H -5.5874 2.0028 2.6207 0.00 0.00 0.00 0.24
H -7.4099 1.4743 1.0394 0.00 0.00 0.01 0.25
H -6.9205 0.3495 -1.0990 0.00 0.00 0.00 0.24
H -4.6063 -0.2578 -1.6765 -0.01 0.02 0.01 0.23
```
Forces are in eV/Å.